Record 1
The following is a DFT calculation (the ωB97M-V functional and the def2-TZVPD basis) of a cluster of 2 separate species, C2H7NOS2 in total in a non-equilibrium geometry.

Geometry as XYZ:
```
13
Properties=species:S:1:pos:R:3
C 0.3971 -1.5478 2.0381
S -0.0704 0.0979 1.7193
S 1.9034 1.0229 1.9156
H 1.1504 -1.9212 1.3995
H -0.2885 -2.3766 2.2949
H 1.0857 -1.4673 2.8734
H 1.2800 2.1988 2.3405
C -0.8654 0.0262 -2.5749
N -0.7026 1.3410 -2.3486
O -0.9753 -0.8458 -1.7213
H -0.9848 -0.2478 -3.5920
H -0.6440 1.6743 -1.3939
H -1.2857 2.0453 -2.9509
```

Summary:
- net charge = +1
- LUMO energy (alpha / beta) (eV) = -5.87 / -8.32
- expectation value of S² = 0.754
- HOMO-LUMO gap (alpha / beta) (eV) = 7.42 / 4.85
- energy relative to the best compared isomer or geometry (same formula, charge and spin) (kcal per mole) = 18.04
- spin multiplicity = 2



Record 2
The following is a DFT calculation (the ωB97M-V functional and the def2-TZVPD basis) of a structure of composition C4H5N3O in a non-equilibrium geometry.

Geometry as XYZ:
```
13
Properties=species:S:1:pos:R:3
C 0.3563 -0.4200 -0.0532
C 0.0971 -1.6179 0.6765
C -0.4406 0.6285 0.1831
C -0.2342 1.7550 -0.7658
H 2.1097 -1.2481 -0.9683
H 1.7580 0.3877 -1.5674
H -0.7209 -1.2580 1.5705
H -2.2568 1.2195 -0.0184
H -1.6423 0.5513 1.9830
N 1.6099 -0.3216 -0.6202
N -1.7244 0.4491 0.6582
N 0.2313 2.4683 -1.5872
O 0.8569 -2.5938 0.5093
```

Summary:
- net charge = 0
- LUMO energy (eV) = -0.95
- HOMO-LUMO gap (eV) = 7.72
- energy relative to the best compared isomer or geometry (same formula, charge and spin) (kcal per mole) = 134.31
- spin multiplicity = 1



Record 3
The following is a DFT calculation (the ωB97M-V functional and the def2-TZVPD basis) of the molecule C16H22Cl3NO4 in a non-equilibrium geometry.

Geometry as XYZ:
```
46
Properties=species:S:1:pos:R:3
C -2.8553 2.8530 -1.7565
O -2.5312 2.7426 -0.3065
C -1.8413 1.6609 0.2068
C -1.4184 1.8164 1.4782
C -0.6031 0.7588 1.7928
O -0.1106 0.7131 2.9544
N -0.3394 0.0975 0.6150
C 0.7860 -0.6452 0.5565
O 0.9294 -1.1741 -0.5852
C 1.7380 -0.9227 1.6621
C 2.8352 -0.1561 2.0499
C 3.0173 1.2873 1.5321
C 3.3075 1.4603 0.0106
C 4.6410 0.7439 -0.2481
C 3.3618 2.9440 -0.4146
Cl 3.6397 2.9135 -2.2756
Cl 1.8238 3.8816 -0.2088
Cl 4.7253 3.8035 0.3963
O 3.7593 -0.7829 2.9200
C 3.2050 -0.5142 4.2550
C -1.3144 0.3378 -0.4022
C -2.3329 -0.8056 -0.6234
C -1.7556 -2.2471 -0.8637
C -3.2425 -0.8415 0.6259
H -3.9518 2.7900 -1.9310
H -2.5386 3.8510 -2.0190
H -2.4570 2.1564 -2.4530
H -1.5210 2.7553 2.0084
H 1.7156 -1.9262 2.1431
H 2.1984 1.7924 1.9274
H 3.8577 1.6729 2.2028
H 2.4943 0.9183 -0.6305
H 4.9702 0.1137 0.5629
H 4.5401 0.0922 -1.1539
H 5.4096 1.4448 -0.4429
H 3.7657 -1.2154 4.8486
H 3.5413 0.5279 4.5043
H 2.0547 -0.6436 4.3579
H -0.9508 0.5744 -1.3899
H -2.9318 -0.4626 -1.5051
H -1.2215 -2.2081 -1.7655
H -2.5720 -2.9617 -0.9154
H -1.1411 -2.5192 -0.0494
H -2.5482 -0.9556 1.5121
H -4.0887 -1.4889 0.4867
H -3.7077 0.1093 0.6727
```

Summary:
- net charge = 0
- LUMO energy (eV) = 0.36
- HOMO-LUMO gap (eV) = 9.32
- SMILES = COC1=CC(=O)N(C(=O)/C=C(\C[C@H](C)C(Cl)(Cl)Cl)OC)[C@H]1C(C)C
- spin multiplicity = 1



Record 4
The following is a DFT calculation (the ωB97M-V functional and the def2-TZVPD basis) of the molecule C8H12O4Si in a non-equilibrium geometry.

Geometry as XYZ:
```
25
Properties=species:S:1:pos:R:3
C 2.3044 1.7111 -2.2564
C 1.6091 1.0279 -1.5527
C -1.9322 1.7156 0.1279
C -1.0487 -2.0562 -0.9669
C -2.4025 1.3246 1.5363
C -1.5043 -2.4975 -2.2830
C 2.6411 0.8189 1.5152
C 1.4169 -0.1283 1.2705
O -2.6499 1.9695 -0.7920
O -1.2568 -2.6616 0.0341
O -0.6457 1.5072 0.1207
O -0.4225 -0.8957 -1.0368
Si 0.5244 0.2876 -0.3240
H 2.8952 2.2948 -2.9710
H -3.3480 1.8177 1.7549
H -1.5693 1.6925 2.0786
H -2.3125 0.3072 1.4499
H -0.7212 -2.9232 -2.9641
H -2.3706 -3.1256 -2.2158
H -1.9069 -1.5839 -2.7760
H 2.5242 1.1619 2.5217
H 3.5430 0.2827 1.4268
H 2.6557 1.7285 0.9252
H 0.7212 -0.1352 2.1959
H 1.7470 -1.2499 1.2123
```

Summary:
- net charge = 0
- LUMO energy (alpha / beta) (eV) = 0.32 / -5.36
- expectation value of S² = 2.014
- HOMO-LUMO gap (alpha / beta) (eV) = 4.00 / 3.71
- spin multiplicity = 3



Record 5
The following is a DFT calculation (the ωB97M-V functional and the def2-TZVPD basis) of a cluster of 4 separate species, C23H23NO9 in total.

Geometry as XYZ:
```
56
Properties=species:S:1:pos:R:3
N -1.3349 4.8353 -2.1907
C -0.2598 4.4756 -1.9813
O 0.9423 4.0556 -1.7467
C 0.9283 2.8626 -0.9636
C 0.6081 1.7005 -1.6368
C 0.5639 0.5099 -0.9358
C 0.8317 0.5174 0.4247
C 1.1711 1.6833 1.0850
C 1.2283 2.9079 0.3876
C 1.5933 4.1732 1.0988
O 1.7348 5.2286 0.5215
C 1.7960 4.1002 2.5615
C 1.7325 2.9489 3.2233
C 1.4718 1.6724 2.5498
O 1.4697 0.6193 3.1582
H 0.4052 1.7436 -2.6976
H 0.3116 -0.3945 -1.4630
H 0.7882 -0.4062 0.9881
H 1.9793 5.0310 3.0810
H 1.8784 2.9223 4.2956
O -1.5431 3.2579 2.3764
C -2.2389 2.2883 2.4090
C -3.0933 1.7333 1.2858
C -4.0162 0.7625 2.0221
C -3.1511 0.3470 3.2079
O -2.3343 1.4883 3.4985
H -2.4342 1.2260 0.5770
H -3.6247 2.5342 0.7803
H -4.3528 -0.0812 1.4220
H -4.8993 1.2934 2.3794
H -2.4905 -0.4902 2.9704
H -3.7276 0.0973 4.0956
O 2.5688 0.4355 -3.7739
C 2.8595 -0.6639 -3.3966
C 2.8489 -1.9540 -4.1959
C 2.9077 -3.0224 -3.1044
C 3.6518 -2.2946 -1.9960
O 3.2844 -0.9099 -2.1384
H 3.7303 -1.9634 -4.8395
H 1.9530 -2.0114 -4.8079
H 3.3957 -3.9462 -3.4126
H 1.9010 -3.2611 -2.7725
H 4.7367 -2.3697 -2.1024
H 3.3680 -2.6292 -1.0015
O 0.6979 -2.8853 -1.0865
C -0.3633 -3.0387 -0.5494
C -0.9333 -4.3027 0.0571
C -2.4159 -3.9613 0.2012
C -2.3709 -2.4486 0.3770
O -1.2286 -2.0140 -0.3833
H -0.4498 -4.4666 1.0215
H -0.7468 -5.1535 -0.5920
H -2.9147 -4.4705 1.0227
H -2.9424 -4.2107 -0.7208
H -2.2175 -2.1574 1.4178
H -3.2542 -1.9442 -0.0077
```

Summary:
- net charge = 0
- LUMO energy (eV) = -0.93
- HOMO-LUMO gap (eV) = 8.76
- SMILES = N#COc1cccc2c1C(=O)C=CC2=O.O=C1CCCO1.O=C1CCCO1.O=C1CCCO1
- spin multiplicity = 1



Record 6
The following is a DFT calculation (the ωB97M-V functional and the def2-TZVPD basis) of the molecule C9H12OS in a non-equilibrium geometry.

Geometry as XYZ:
```
23
Properties=species:S:1:pos:R:3
C 1.5189 -0.9403 -0.4095
C 1.7810 0.4369 -0.5155
C -0.7721 -0.8768 0.1610
C -0.9618 0.4242 0.0621
C 0.5011 -1.4707 0.6307
C -2.0545 -1.6855 0.0555
C -3.2922 -0.7358 -0.1954
C 1.3520 1.3686 0.4110
C 1.5822 2.8598 0.2255
O -3.0481 1.8712 0.5795
S -2.5861 0.9974 -0.5061
H 1.9924 -1.6138 -1.0874
H 2.2091 0.6699 -1.4158
H 0.3664 -2.4627 0.4543
H 0.7405 -1.1382 1.7211
H -1.9752 -2.4410 -0.7711
H -2.1414 -2.1968 1.1000
H -4.0490 -1.0149 -1.0481
H -4.0338 -0.4333 0.5778
H 1.0136 0.9088 1.2947
H 1.9113 3.1727 -0.8097
H 2.4026 3.1373 0.8174
H 0.7521 3.5941 0.4370
```

Summary:
- net charge = 0
- LUMO energy (alpha / beta) (eV) = -0.50 / -0.71
- HOMO-LUMO gap (alpha / beta) (eV) = 7.83 / 7.03
- energy relative to the best compared isomer or geometry (same formula, charge and spin) (kcal per mole) = 132.01
- spin multiplicity = 1



Record 7
The following is a DFT calculation (the ωB97M-V functional and the def2-TZVPD basis) of a structure of composition C20H33NO10P2Pd.

Geometry as XYZ:
```
67
Properties=species:S:1:pos:R:3
Pd 0.1201 -0.3885 0.1367
C 4.1143 -0.1075 -4.3729
C 4.6486 0.2552 -3.0054
C 6.0490 -0.2515 -2.7493
O 3.7746 -0.3669 -2.0108
P 2.9171 0.4655 -1.0011
O 2.2795 -0.4583 -0.0184
C 1.7352 1.4351 -1.9572
P 0.7254 2.5154 -0.9060
O 0.4001 1.8157 0.3765
O -0.4673 3.0125 -1.7856
C -1.5601 2.1216 -2.2414
C -2.8321 2.5842 -1.5741
C -1.5984 2.1842 -3.7483
O 1.5362 3.8173 -0.6215
C 1.9010 4.7759 -1.6669
C 1.1203 6.0452 -1.4177
C 3.4007 4.9553 -1.5969
O 3.8351 1.5704 -0.3746
C 4.4626 1.4387 0.9530
C 3.5168 2.0057 1.9854
C 5.7763 2.1789 0.8680
H 4.7470 0.3285 -5.1465
H 3.0966 0.2580 -4.5126
H 4.1068 -1.1904 -4.4957
H 4.6196 1.3394 -2.8571
H 6.0767 -1.3368 -2.8478
H 6.3808 0.0157 -1.7461
H 6.7397 0.1837 -3.4718
H 1.0817 0.7254 -2.4776
H 2.2551 2.0321 -2.7101
H -1.3129 1.1095 -1.9203
H -3.0803 3.5946 -1.9023
H -2.7227 2.5829 -0.4900
H -3.6615 1.9263 -1.8338
H -1.8017 3.2038 -4.0778
H -2.3925 1.5324 -4.1129
H -0.6577 1.8505 -4.1898
H 1.6093 4.3542 -2.6328
H 1.3667 6.4493 -0.4354
H 0.0496 5.8512 -1.4606
H 1.3720 6.7884 -2.1749
H 3.6815 5.3633 -0.6250
H 3.7283 5.6480 -2.3725
H 3.9186 4.0047 -1.7295
H 4.6327 0.3749 1.1294
H 3.3208 3.0584 1.7755
H 3.9655 1.9219 2.9758
H 2.5683 1.4719 1.9841
H 5.5993 3.2321 0.6453
H 6.4179 1.7589 0.0937
H 6.2975 2.1106 1.8228
O -6.8994 -0.7659 0.7173
C -6.2105 -0.0098 0.0242
O -6.4894 0.8953 -0.7827
C -4.7071 -0.1799 0.1591
C -4.0159 0.3594 1.2434
C -2.6422 0.2922 1.2934
N -1.9358 -0.3042 0.3269
C -2.5843 -0.8494 -0.7212
C -3.9495 -0.8070 -0.8356
C -1.7090 -1.4185 -1.8092
O -2.1689 -1.8561 -2.8338
O -0.4022 -1.3541 -1.5788
H -4.5635 0.8546 2.0343
H -2.0722 0.7321 2.1023
H -4.4184 -1.2147 -1.7210
```

Summary:
- net charge = 0
- LUMO energy (alpha / beta) (eV) = -0.22 / -2.47
- expectation value of S² = 2.005
- HOMO-LUMO gap (alpha / beta) (eV) = 7.34 / 5.09
- energy relative to the best compared isomer or geometry (same formula, charge and spin) (kcal per mole) = 8.52
- spin multiplicity = 3



Record 8
The following is a DFT calculation (the ωB97M-V functional and the def2-TZVPD basis) of a cluster of 2 separate species, BrH2PS2 in total in a non-equilibrium geometry.

Geometry as XYZ:
```
6
Properties=species:S:1:pos:R:3
P -0.9131 -0.7934 -0.5569
S 1.0445 -0.1313 -0.3756
S -1.6081 -0.5193 1.3737
Br -2.2395 1.7383 -1.7724
H 1.3299 -0.3489 -1.6571
H -0.7341 0.4183 1.7627
```

Summary:
- net charge = 0
- LUMO energy (eV) = -2.17
- HOMO-LUMO gap (eV) = 6.84
- energy relative to the best compared isomer or geometry (same formula, charge and spin) (kcal per mole) = 25.59
- spin multiplicity = 1



Copy entry 1 word for word.
The following is a DFT calculation (the ωB97M-V functional and the def2-TZVPD basis) of a cluster of 2 separate species, C2H7NOS2 in total in a non-equilibrium geometry.

Geometry as XYZ:
```
13
Properties=species:S:1:pos:R:3
C 0.3971 -1.5478 2.0381
S -0.0704 0.0979 1.7193
S 1.9034 1.0229 1.9156
H 1.1504 -1.9212 1.3995
H -0.2885 -2.3766 2.2949
H 1.0857 -1.4673 2.8734
H 1.2800 2.1988 2.3405
C -0.8654 0.0262 -2.5749
N -0.7026 1.3410 -2.3486
O -0.9753 -0.8458 -1.7213
H -0.9848 -0.2478 -3.5920
H -0.6440 1.6743 -1.3939
H -1.2857 2.0453 -2.9509
```

Summary:
- net charge = +1
- LUMO energy (alpha / beta) (eV) = -5.87 / -8.32
- expectation value of S² = 0.754
- HOMO-LUMO gap (alpha / beta) (eV) = 7.42 / 4.85
- energy relative to the best compared isomer or geometry (same formula, charge and spin) (kcal per mole) = 18.04
- spin multiplicity = 2